90
Properties=species:S:1:pos:R:3:forces:R:3 method="wB97M-V/def2-TZVPD" orbital_gap_ev=5.39 relative_energy_kj_mol=154.2 charge=-2
Sr -0.6755 0.2803 0.7710 0.494 -1.981 -1.109
S 2.2127 -0.7632 0.8503 0.159 -0.420 0.736
P 2.0630 0.1608 -0.8984 -0.546 -0.105 -1.087
C 0.4519 0.4290 -1.3459 2.127 1.604 -1.620
P -0.1418 1.7156 -2.2945 0.247 -1.212 -0.258
S -1.9338 2.3437 -1.7610 -0.611 0.245 0.267
C 0.8547 3.2373 -2.6217 0.131 -0.035 0.196
C 0.5796 4.3968 -1.9027 0.016 0.000 0.007
C 1.2933 5.5613 -2.1331 0.097 0.057 0.096
C 2.3157 5.5750 -3.0708 0.071 0.034 -0.035
C 2.5984 4.4259 -3.7949 0.036 -0.007 -0.085
C 1.8610 3.2698 -3.5832 0.013 0.007 0.145
C -0.2935 1.1274 -4.0435 -0.152 0.051 0.052
C 0.0090 -0.1916 -4.3508 0.068 0.023 -0.014
C -0.1060 -0.6552 -5.6563 -0.002 0.013 -0.064
C -0.5323 0.2001 -6.6608 0.011 -0.101 -0.035
C -0.8701 1.5136 -6.3536 -0.006 0.108 -0.020
C -0.7555 1.9728 -5.0514 0.042 -0.083 -0.039
C 2.8651 -0.8938 -2.1863 -0.142 -0.244 -0.029
C 2.8962 -2.2763 -2.0203 0.135 0.118 0.009
C 3.2988 -3.1063 -3.0579 -0.010 -0.087 -0.005
C 3.6673 -2.5694 -4.2828 -0.004 0.005 -0.002
C 3.6334 -1.1919 -4.4607 0.054 0.023 -0.095
C 3.2329 -0.3652 -3.4246 0.023 -0.056 0.132
C 3.2953 1.5214 -0.7701 -0.085 -0.005 -0.014
C 2.9218 2.6671 -0.0776 0.037 0.095 -0.072
C 3.8261 3.6991 0.1219 -0.118 0.010 -0.028
C 5.1195 3.5928 -0.3674 0.061 0.097 -0.025
C 5.5106 2.4385 -1.0260 0.136 -0.030 -0.024
C 4.6093 1.4022 -1.2172 -0.103 0.025 0.036
H -0.2289 4.3786 -1.1810 -0.011 -0.024 -0.028
H 1.0595 6.4603 -1.5725 0.002 -0.030 0.013
H 2.8906 6.4781 -3.2428 -0.019 0.004 0.002
H 3.3876 4.4331 -4.5384 -0.006 -0.001 0.008
H 2.0498 2.3893 -4.1841 0.047 -0.014 -0.003
H 0.3434 -0.8439 -3.5516 -0.005 0.033 0.021
H 0.1454 -1.6842 -5.8875 0.009 0.005 0.006
H -0.6035 -0.1553 -7.6831 -0.040 0.004 0.012
H -1.2265 2.1770 -7.1343 0.016 0.003 0.009
H -1.0261 2.9922 -4.8003 -0.020 0.002 -0.014
H 2.6137 -2.6837 -1.0568 -0.026 -0.019 -0.004
H 3.3241 -4.1801 -2.9066 -0.012 0.009 -0.013
H 3.9784 -3.2169 -5.0945 -0.008 0.001 0.002
H 3.9119 -0.7616 -5.4165 -0.004 0.001 0.011
H 3.2168 0.7083 -3.5660 -0.049 0.009 -0.053
H 1.9089 2.7348 0.3016 -0.053 0.079 -0.010
H 3.5159 4.5931 0.6461 -0.033 0.046 0.008
H 5.8189 4.4122 -0.2434 -0.001 -0.023 0.042
H 6.5275 2.3410 -1.3911 -0.015 -0.002 0.002
H 4.9295 0.4912 -1.7051 0.027 0.049 -0.012
Br -7.2393 0.3735 3.7590 -0.066 -0.016 -0.041
C -5.3613 0.2562 3.5194 0.135 0.004 0.180
C -4.5197 0.3026 4.6152 -0.083 -0.004 -0.162
Br -5.2159 0.4272 6.3736 -0.004 0.024 0.069
C -3.1294 0.2500 4.4067 -0.026 0.064 0.063
Br -1.9081 0.3093 5.8629 0.033 0.010 -0.015
C -2.5556 0.1619 3.1396 0.077 -0.059 0.337
O -1.2789 0.1394 2.9283 -0.585 -0.208 1.683
C -3.4375 0.0709 1.9877 -0.234 -0.060 -0.053
O -2.9052 -0.0549 0.8244 -1.364 -0.189 0.247
C -4.8145 0.1341 2.2296 -0.140 0.023 -0.018
Br -5.9361 0.0281 0.7005 0.076 0.010 -0.022
I 2.4587 0.3464 4.8786 -0.056 -0.176 -0.074
C 2.0837 -1.6110 4.2265 0.089 0.202 0.111
C 3.0828 -2.5633 4.2613 -0.010 -0.049 -0.011
C 2.7808 -3.8363 3.7979 -0.003 0.026 0.005
C 1.5010 -4.0795 3.3248 0.028 0.047 0.011
N 0.5407 -3.1614 3.3024 -0.048 -0.113 -0.003
C 0.8219 -1.9382 3.7458 -0.065 0.024 0.001
H 4.0706 -2.3233 4.6315 0.000 0.020 -0.016
H 3.5291 -4.6185 3.7998 -0.003 -0.002 -0.027
H 1.2295 -5.0578 2.9397 0.034 -0.004 0.020
H 0.0223 -1.2014 3.6980 0.048 -0.010 0.042
C -2.5137 3.6484 1.6993 -0.012 -0.075 -0.052
C -1.0278 3.4718 1.7122 -0.268 0.041 -0.057
O -0.5433 2.3845 1.4707 0.314 2.172 0.600
C -0.1189 4.5950 2.0762 0.353 0.159 0.195
C -0.4664 5.9401 1.9694 -0.106 -0.102 -0.103
C 0.4401 6.9273 2.3206 0.105 0.117 0.051
C 1.6985 6.5868 2.7973 -0.038 -0.041 -0.030
C 2.0534 5.2490 2.9093 0.006 0.051 0.013
C 1.1539 4.2629 2.5471 -0.062 -0.101 -0.009
H -2.9289 3.0296 0.9026 0.015 -0.007 -0.001
H -2.8271 4.6827 1.5854 -0.023 -0.003 0.016
H -2.8927 3.2638 2.6517 0.011 0.004 0.010
H -1.4325 6.2280 1.5765 -0.022 -0.038 0.045
H 0.1669 7.9712 2.2266 -0.027 -0.016 -0.031
H 2.4027 7.3620 3.0740 -0.008 0.003 0.001
H 3.0349 4.9687 3.2703 -0.002 0.009 0.012
H 1.4274 3.2181 2.6288 -0.049 -0.015 -0.002